Record 1
Here is a cluster of 2 separate species, C4H11NO2P in total from the Open Molecules 2025 dataset. Energies are from ωB97M-V with the def2-TZVPD basis set.

Geometry as XYZ:
```
19
Properties=species:S:1:pos:R:3:nbo_charge:R:1
C 1.271 0.458 -0.838 -0.6594
C 0.737 0.193 1.577 -0.6615
C -0.364 -1.372 -0.019 -0.6667
C 0.358 -0.043 0.184 -0.0053
N -3.340 1.869 -0.222 -1.2038
O -1.707 3.465 0.966 -1.1627
O -1.548 3.472 -1.577 -1.1373
P -1.832 2.718 -0.304 1.9416
H 0.825 0.786 -1.798 0.2351
H 1.963 1.248 -0.453 0.2157
H 1.935 -0.404 -1.318 0.1570
H 0.877 -0.790 2.125 0.1806
H -0.095 0.696 2.290 0.2289
H 1.593 0.842 1.706 0.2065
H 0.231 -2.283 0.019 0.1865
H -1.232 -1.595 0.748 0.2005
H -0.994 -1.382 -0.928 0.2112
H -3.505 1.419 0.691 0.3746
H -3.242 1.045 -0.899 0.3584
```

Computed properties:
HOMO (alpha / beta)   -3.815 / -1.999 eV
2S+1   1
Total charge   -1
Orbital gap (alpha / beta)   7.3 / 5.4 eV

---

Record 2
Here is a structure of composition C5H9NO2 from the Open Molecules 2025 dataset. Energies are from ωB97M-V with the def2-TZVPD basis set.

Geometry as XYZ:
```
17
Properties=species:S:1:pos:R:3:nbo_charge:R:1
C 1.989 0.178 -1.214 -0.2621
C -0.087 -2.070 0.843 -0.6600
C -1.819 1.874 0.263 -0.6874
C 0.287 -0.838 0.078 0.7405
C -0.848 0.751 0.228 0.5879
O 1.532 -0.897 -0.371 -0.4867
N -0.717 -0.168 -0.681 -0.6317
O 0.031 0.537 1.188 -0.6174
H 3.019 -0.066 -1.454 0.1991
H 1.382 0.237 -2.116 0.2029
H 1.941 1.118 -0.665 0.1948
H -0.217 -2.883 0.126 0.2363
H 0.706 -2.330 1.541 0.2342
H -1.021 -1.908 1.374 0.2346
H -1.289 2.816 0.401 0.2368
H -2.489 1.746 1.115 0.2403
H -2.400 1.903 -0.656 0.2379
```

Computed properties:
HOMO   -9.477 eV
2S+1   1
Total charge   0
Orbital gap   10.5 eV

---

Record 3
Here is a cluster of 8 separate species, C36H54N8O13 in total from the Open Molecules 2025 dataset. Energies are from ωB97M-V with the def2-TZVPD basis set.

Geometry as XYZ:
```
111
Properties=species:S:1:pos:R:3:lowdin_charge:R:1
C 0.469 2.553 -1.786 0.0633
C 1.681 3.409 -2.307 -0.3851
C 1.673 4.880 -2.072 -0.1390
C 1.985 5.188 -0.559 -0.0953
C 3.477 4.542 -0.302 -0.0792
C 3.486 3.036 -0.436 -0.4679
N 2.874 2.719 -1.717 0.1114
O 3.313 1.650 -2.406 0.1684
C 2.719 2.408 0.713 0.0007
C 4.892 2.418 -0.366 0.0006
C 1.753 3.307 -3.876 0.0221
H -0.277 3.060 -2.169 0.0530
H 0.372 2.674 -0.760 0.0753
H 0.444 1.638 -2.086 0.0280
H 0.804 5.336 -2.476 0.1224
H 2.493 5.315 -2.738 0.1426
H 1.162 5.022 0.009 0.0632
H 2.096 6.330 -0.564 0.1341
H 3.893 4.953 0.739 0.1762
H 4.165 5.058 -1.005 0.1221
H 1.813 2.813 0.971 0.0586
H 3.208 2.337 1.762 0.1493
H 2.505 1.481 0.538 0.0136
H 5.319 2.671 0.416 -0.0131
H 5.570 2.647 -1.308 0.1372
H 4.880 1.204 -0.545 0.1604
H 2.475 3.890 -4.332 0.0699
H 0.749 3.459 -4.242 0.1001
H 2.117 2.363 -4.063 0.0526
N -0.945 -0.726 0.079 -0.6301
O -0.007 0.085 -0.051 -0.0761
O -1.667 -0.706 1.121 -0.0718
O -1.220 -1.499 -0.808 -0.0461
C 1.513 -3.659 3.472 -0.1387
C 1.501 -2.837 2.254 0.0161
C 2.590 -1.737 2.079 0.0362
C 3.736 -1.672 3.068 -0.1295
C 3.483 -2.321 4.414 0.1579
C 2.364 -3.527 4.432 -0.0114
N 4.852 -0.745 2.991 -0.3111
O 4.639 0.157 2.159 0.0063
O 5.704 -0.531 3.910 0.0443
H 0.919 -4.494 3.413 0.0730
H 0.777 -3.095 1.435 0.0907
H 2.450 -0.925 1.115 0.1537
H 4.105 -2.092 5.071 -0.0121
H 2.164 -4.092 5.209 0.0441
C -5.084 1.304 -1.297 -0.0841
C -5.517 2.179 -2.418 -0.0340
C -4.745 2.288 -3.708 0.0054
C -3.243 1.865 -3.654 -0.0838
C -2.858 0.939 -2.414 0.0830
C -3.860 0.684 -1.230 -0.0364
N -2.453 1.810 -4.898 -0.3732
O -1.258 1.619 -4.676 0.0234
O -3.013 1.891 -6.012 0.0524
H -5.709 1.023 -0.645 0.0155
H -6.488 2.797 -2.695 0.1226
H -5.125 2.854 -4.535 0.0718
H -1.705 0.526 -2.074 0.1348
H -3.615 -0.046 -0.394 0.1068
C -1.239 -2.591 -6.061 -0.0607
C -1.141 -2.155 -4.593 -0.0187
C 0.247 -1.871 -4.066 0.0241
C 1.475 -2.184 -4.941 -0.0659
C 1.326 -2.376 -6.449 0.0441
C -0.074 -2.630 -6.902 -0.0757
N 2.866 -2.314 -4.307 -0.3526
O 3.060 -1.391 -3.392 -0.0208
O 3.594 -3.036 -4.829 0.1409
H -2.179 -2.794 -6.560 0.0826
H -2.090 -2.292 -4.032 0.0939
H 0.545 -1.549 -3.021 0.0953
H 2.162 -2.368 -7.007 0.0453
H -0.142 -2.940 -7.910 0.0697
C -4.870 -1.495 2.304 -0.2756
O -5.887 -1.412 1.505 -0.0960
N -4.879 -0.895 3.500 -0.2043
C -3.587 -0.886 4.200 -0.0540
C -6.066 -0.268 4.074 -0.0321
H -3.888 -1.926 1.926 0.1359
H -3.142 -2.029 4.206 0.1432
H -3.625 -0.770 5.248 0.0541
H -2.889 -0.195 3.816 0.0480
H -6.627 -0.254 3.260 0.0012
H -5.895 0.805 4.508 0.1272
H -6.459 -1.083 4.827 0.1327
C -1.560 -4.242 1.508 -0.3655
O -1.795 -4.030 2.717 -0.0299
N -1.601 -5.457 0.978 -0.1572
C -1.299 -5.645 -0.511 -0.0456
C -1.735 -6.700 1.798 -0.0629
H -1.518 -3.487 0.771 0.0943
H -1.880 -4.914 -1.078 0.0703
H -1.505 -6.493 -1.159 0.0689
H -0.150 -5.442 -0.748 0.1206
H -1.245 -7.500 1.167 0.0738
H -2.796 -7.113 1.999 0.1050
H -1.040 -6.752 2.756 0.1131
C 0.308 3.401 4.462 -0.2775
O 0.594 4.273 5.361 -0.0760
N 1.070 2.251 4.314 -0.1878
C 0.466 1.120 3.550 -0.0192
C 2.352 2.073 5.019 -0.0494
H -0.768 3.329 4.086 0.1452
H -0.609 1.113 3.590 0.0714
H 0.735 0.253 4.160 0.0964
H 0.842 1.077 2.613 0.0216
H 3.057 2.981 4.753 0.1298
H 2.924 1.235 4.738 0.0396
H 2.155 1.905 6.087 0.0943
```

Computed properties:
HOMO   -8.454 eV
2S+1   1
Total charge   0
Orbital gap   4.4 eV

---

Record 4
Here is the molecule C22H29N3O4S from the Open Molecules 2025 dataset. Energies are from ωB97M-V with the def2-TZVPD basis set.

Geometry as XYZ:
```
59
Properties=species:S:1:pos:R:3:nbo_charge:R:1
C 3.951 3.863 -0.683 -0.6136
C 3.355 3.004 0.426 -0.2114
N 3.782 1.616 0.329 -0.4488
C 3.156 0.919 -0.779 -0.2277
C 3.743 -0.490 -0.903 -0.2280
N 3.557 -1.210 0.334 -0.4295
C 2.813 -2.305 0.557 0.6540
O 2.743 -2.841 1.650 -0.6371
C 2.051 -2.919 -0.627 -0.1646
O 1.323 -2.016 -1.435 -0.5146
C 0.373 -1.232 -0.862 0.4017
C -0.240 -0.315 -1.723 -0.2862
C -1.203 0.547 -1.246 -0.1578
C -1.562 0.492 0.089 -0.3596
S -2.793 1.639 0.681 2.3107
O -3.122 1.328 2.044 -0.9449
O -2.325 2.966 0.389 -0.9419
N -4.097 1.322 -0.348 -0.6727
C -4.850 2.490 -0.748 -0.4199
C -4.913 0.218 0.133 -0.2712
C -4.113 -1.053 0.151 0.0434
C -3.871 -1.730 1.337 -0.2221
C -3.118 -2.892 1.338 -0.2164
C -2.597 -3.385 0.155 -0.2133
C -2.837 -2.716 -1.034 -0.2020
C -3.594 -1.560 -1.036 -0.2286
C -0.961 -0.401 0.950 -0.1444
C 0.006 -1.274 0.481 -0.3376
C 4.154 -0.511 1.454 -0.2325
C 3.542 0.884 1.561 -0.2261
H 3.784 4.913 -0.459 0.2146
H 3.498 3.648 -1.647 0.1996
H 5.021 3.684 -0.750 0.2124
H 2.254 3.089 0.419 0.1708
H 3.713 3.382 1.387 0.1950
H 3.360 1.463 -1.701 0.2069
H 2.060 0.853 -0.647 0.1735
H 3.285 -1.014 -1.738 0.2282
H 4.822 -0.404 -1.080 0.1991
H 1.390 -3.689 -0.209 0.2106
H 2.761 -3.401 -1.306 0.2172
H 0.065 -0.301 -2.757 0.2268
H -1.682 1.268 -1.888 0.2342
H -5.589 2.785 0.005 0.1839
H -4.141 3.303 -0.881 0.2438
H -5.357 2.284 -1.691 0.2013
H -5.296 0.436 1.139 0.2075
H -5.759 0.114 -0.554 0.2149
H -4.262 -1.337 2.263 0.2214
H -2.934 -3.412 2.267 0.2161
H -2.008 -4.290 0.158 0.2138
H -2.434 -3.097 -1.961 0.2137
H -3.784 -1.035 -1.960 0.2145
H -1.260 -0.407 1.986 0.2479
H 0.462 -1.969 1.166 0.2482
H 3.967 -1.090 2.358 0.2487
H 5.232 -0.426 1.285 0.1981
H 4.016 1.420 2.385 0.2074
H 2.462 0.792 1.778 0.1725
```

Computed properties:
HOMO   -8.627 eV
2S+1   1
Structure (SMILES)   CCN1CCN(C(=O)COc2ccc(S(=O)(=O)N(C)Cc3ccccc3)cc2)CC1
Total charge   0
Orbital gap   9.3 eV

---

Record 5
Here is a cluster of 5 separate species, C39H91NO16P in total from the Open Molecules 2025 dataset. Energies are from ωB97M-V with the def2-TZVPD basis set.

Geometry as XYZ:
```
148
Properties=species:S:1:pos:R:3:lowdin_charge:R:1
C 0.933 -2.535 4.770 -0.1084
C 0.504 -1.082 4.584 -0.2434
C 0.030 -0.689 3.170 -0.1979
C -0.738 -1.776 2.400 -0.1948
C 0.095 -2.712 1.527 -0.2018
C 0.821 -1.993 0.387 -0.1695
C 1.574 -3.010 -0.461 -0.1100
N 2.740 -2.484 -1.260 -0.0887
C 3.387 -3.603 -2.041 -0.0786
C 4.256 -4.556 -1.203 -0.2335
O 4.031 -5.889 -1.597 -0.0329
C 3.736 -1.694 -0.456 -0.1552
C 4.887 -1.176 -1.298 -0.1658
P 5.877 0.035 -0.384 0.4454
O 7.151 0.358 -1.030 -0.2261
O 4.817 1.199 -0.234 -0.2201
C 5.239 2.558 0.077 -0.2274
C 6.141 2.648 1.290 -0.0676
O 5.983 -0.611 1.066 -0.2188
C 7.289 -0.921 1.641 -0.2427
C 7.111 -1.078 3.129 -0.0661
H 1.674 -2.846 4.030 0.0607
H 0.086 -3.223 4.750 0.0640
H 1.401 -2.658 5.748 0.0746
H 1.349 -0.445 4.854 0.1021
H -0.295 -0.844 5.291 0.1015
H 0.876 -0.301 2.594 0.0942
H -0.650 0.157 3.278 0.1083
H -1.492 -1.305 1.762 0.1138
H -1.294 -2.389 3.115 0.1051
H -0.558 -3.478 1.095 0.1214
H 0.837 -3.248 2.124 0.0987
H 1.486 -1.247 0.816 0.0908
H 0.084 -1.473 -0.230 0.1318
H 0.896 -3.440 -1.198 0.1424
H 1.954 -3.829 0.153 0.1321
H 2.366 -1.843 -1.963 0.1913
H 3.941 -3.148 -2.859 0.1337
H 2.578 -4.187 -2.476 0.1360
H 5.313 -4.349 -1.376 0.1277
H 4.077 -4.418 -0.133 0.1182
H 3.384 -6.315 -1.010 0.1104
H 4.089 -2.324 0.358 0.1337
H 3.205 -0.854 -0.020 0.1168
H 4.507 -0.665 -2.187 0.1126
H 5.579 -1.966 -1.596 0.1024
H 4.313 3.103 0.242 0.1242
H 5.719 2.971 -0.810 0.1117
H 5.797 1.990 2.089 0.0777
H 6.112 3.670 1.668 0.0881
H 7.176 2.408 1.046 0.0801
H 7.648 -1.840 1.176 0.1217
H 7.975 -0.112 1.397 0.1116
H 6.430 -1.898 3.358 0.0788
H 8.078 -1.274 3.591 0.0879
H 6.699 -0.162 3.552 0.0770
C -3.039 -5.096 9.289 -0.1059
O -3.565 -4.577 8.088 -0.1925
C -2.783 -3.521 7.574 -0.2137
C -3.179 -3.212 6.148 -0.1792
O -2.642 -4.116 5.192 -0.1490
C -3.277 -5.384 5.094 -0.1752
C -4.587 -5.356 4.341 -0.2175
O -5.633 -4.899 5.172 -0.1870
C -6.789 -4.567 4.437 -0.1018
H -2.984 -4.327 10.068 0.0895
H -3.706 -5.888 9.622 0.0901
H -2.036 -5.512 9.135 0.0886
H -1.717 -3.786 7.605 0.1279
H -2.929 -2.618 8.185 0.1306
H -2.751 -2.239 5.892 0.1191
H -4.265 -3.145 6.061 0.1262
H -3.415 -5.835 6.078 0.1266
H -2.581 -6.005 4.524 0.1245
H -4.818 -6.372 3.992 0.1111
H -4.488 -4.703 3.462 0.1270
H -6.590 -3.751 3.731 0.0896
H -7.547 -4.246 5.147 0.0908
H -7.169 -5.430 3.878 0.0850
C 4.479 2.580 -3.367 -0.1333
O 4.639 3.956 -3.588 -0.1906
C 5.567 4.229 -4.627 -0.1976
C 5.467 5.670 -5.069 -0.1830
O 4.375 5.925 -5.934 -0.1217
C 3.106 6.091 -5.321 -0.1829
C 2.902 7.454 -4.700 -0.2064
O 3.529 7.523 -3.431 -0.1985
C 3.687 8.854 -2.992 -0.1041
H 5.430 2.109 -3.081 0.0838
H 3.769 2.462 -2.548 0.0820
H 4.085 2.072 -4.257 0.0913
H 5.372 3.574 -5.486 0.1303
H 6.587 4.033 -4.267 0.1304
H 6.359 5.894 -5.657 0.1309
H 5.451 6.332 -4.200 0.1246
H 2.916 5.309 -4.582 0.1215
H 2.383 5.984 -6.132 0.1289
H 1.823 7.630 -4.584 0.1186
H 3.312 8.221 -5.368 0.1328
H 4.336 9.415 -3.673 0.0925
H 4.145 8.825 -2.006 0.0891
H 2.723 9.372 -2.922 0.0713
C -5.118 12.048 -5.094 -0.1114
O -3.897 11.384 -4.864 -0.1964
C -2.944 11.655 -5.874 -0.2126
C -1.565 11.221 -5.434 -0.1856
O -0.935 12.133 -4.549 -0.1250
C -1.338 12.077 -3.191 -0.1824
C -0.694 10.951 -2.415 -0.2070
O -1.351 9.723 -2.672 -0.1898
C -0.594 8.620 -2.240 -0.1069
H -5.564 11.747 -6.049 0.0880
H -5.795 11.777 -4.287 0.0875
H -4.984 13.136 -5.098 0.0894
H -2.928 12.728 -6.103 0.1302
H -3.213 11.111 -6.792 0.1280
H -0.928 11.196 -6.320 0.1273
H -1.605 10.216 -5.006 0.1222
H -2.425 12.026 -3.099 0.1244
H -0.996 13.017 -2.752 0.1288
H -0.746 11.177 -1.341 0.1286
H 0.364 10.879 -2.702 0.1219
H 0.364 8.571 -2.773 0.0654
H -1.168 7.720 -2.454 0.0893
H -0.393 8.668 -1.162 0.0907
C -3.798 -6.578 0.428 -0.1204
O -4.671 -7.675 0.341 -0.1857
C -5.694 -7.615 1.319 -0.2121
C -6.814 -8.576 0.994 -0.1803
O -7.705 -8.096 0.003 -0.1232
C -7.284 -8.231 -1.345 -0.1835
C -7.459 -9.626 -1.900 -0.2118
O -6.405 -10.467 -1.472 -0.1983
C -6.685 -11.829 -1.705 -0.1104
H -3.308 -6.530 1.410 0.0797
H -3.037 -6.703 -0.341 0.0844
H -4.327 -5.632 0.257 0.0898
H -6.098 -6.595 1.376 0.1252
H -5.269 -7.877 2.298 0.1169
H -7.420 -8.687 1.896 0.1301
H -6.409 -9.555 0.728 0.1256
H -6.250 -7.903 -1.473 0.1223
H -7.933 -7.563 -1.914 0.1279
H -7.468 -9.575 -2.998 0.1284
H -8.425 -10.028 -1.567 0.1311
H -7.572 -12.153 -1.149 0.0898
H -5.824 -12.403 -1.369 0.0875
H -6.849 -12.026 -2.771 0.0885
```

Computed properties:
HOMO   -10.339 eV
2S+1   1
Total charge   +1
Orbital gap   7.7 eV

---

Record 6
Here is the molecule C12H12FN from the Open Molecules 2025 dataset. Energies are from ωB97M-V with the def2-TZVPD basis set.

Geometry as XYZ:
```
26
Properties=species:S:1:pos:R:3:nbo_charge:R:1
N 0.879 -0.665 2.278 -0.9084
C -0.361 -0.629 1.528 0.5272
F -0.528 -1.788 0.803 -0.3623
C -1.562 -0.489 2.473 -0.2673
C -2.650 0.052 1.978 -0.1646
C -2.787 0.815 0.737 -0.2550
C -1.701 1.209 0.067 -0.1324
C -0.287 0.779 0.325 -0.2825
C 0.559 0.405 -0.798 -0.0502
C 1.847 0.944 -0.936 -0.2188
C 2.665 0.425 -1.891 -0.2054
C 2.351 -0.698 -2.736 -0.2051
C 0.951 -0.952 -2.825 -0.2084
C 0.128 -0.438 -1.810 -0.2036
H 0.748 -0.294 3.280 0.3827
H 1.568 -1.399 2.203 0.4016
H -1.555 -1.133 3.280 0.2111
H -3.653 0.174 2.492 0.2100
H -3.728 1.247 0.504 0.2156
H -1.656 1.824 -0.846 0.2080
H 0.360 1.550 0.935 0.2376
H 2.157 1.880 -0.439 0.2186
H 3.680 0.932 -2.071 0.2092
H 3.012 -1.166 -3.353 0.2082
H 0.488 -1.808 -3.376 0.2174
H -0.924 -0.777 -1.801 0.2171
```

Computed properties:
HOMO   -8.263 eV
2S+1   1
Structure (SMILES)   N[C@@]1(F)C=CC=C[C@@H]1c1ccccc1
Total charge   0
Orbital gap   8.8 eV